1.
3 unconnected molecules or ions with the total composition C20H33NO11P2 at a distorted geometry. Source: OMol25; level of theory: ωB97M-V/def2-TZVPD.

The geometry in XYZ format:
```
67
Properties=species:S:1:pos:R:3:forces:R:3:lowdin_charge:R:1
C -3.67300 -2.31371 0.09380 1.992 0.126 0.540 0.01
C -2.33404 -3.15860 -0.24422 -1.061 -3.028 -0.716 -0.41
O -2.38503 -4.31009 -0.75963 0.532 4.560 1.797 0.04
O -1.10668 -2.53238 0.10204 -1.684 0.217 -1.305 -0.14
C -0.24517 -2.36837 -1.09792 -0.350 -2.313 -0.490 -0.31
P 0.75001 -0.72083 -1.04703 -1.562 -2.477 0.572 0.75
C 1.66806 -1.28720 0.50848 0.551 -0.483 0.701 -0.22
C 1.59242 -1.03834 -2.71298 1.611 0.248 -1.176 -0.35
N 1.22486 -2.32635 -3.38223 -0.404 0.689 -0.712 -0.06
C -0.91982 0.20966 -1.09420 -1.664 1.784 -0.861 -0.24
C -1.01218 1.29365 -2.29657 -0.312 2.014 -2.711 -0.20
C -1.06452 2.82188 -2.09463 -0.213 -1.313 -2.830 -0.06
C -1.15929 3.77538 -3.30845 0.154 -3.416 -0.464 -0.06
C -1.20463 3.22175 -4.75570 0.142 -2.001 3.033 -0.07
C -1.19471 1.69519 -4.99857 0.322 1.862 3.730 -0.06
C -1.09763 0.77650 -3.76504 -0.032 2.480 0.108 -0.04
P 1.81249 1.24912 -0.79388 2.840 3.564 -1.837 0.57
O 2.12911 1.93798 -2.12965 -1.104 -1.041 2.960 -0.37
O 3.35145 1.04546 -0.00519 -2.290 1.079 -0.148 -0.26
O 0.92515 2.27524 0.29715 0.896 -2.061 -0.453 -0.25
H -3.87108 -1.67446 -0.83269 0.015 -0.929 1.245 0.09
H -3.38601 -1.60953 0.96344 -0.730 -1.287 -1.587 0.06
H -4.54663 -2.98509 0.39122 1.372 0.858 -0.737 0.10
H -0.98571 -2.40021 -1.98710 1.547 -0.119 1.090 0.10
H 0.44092 -3.29890 -1.08596 -1.086 1.543 -0.491 0.12
H 2.75833 -1.50488 0.18727 -1.636 0.723 0.563 0.08
H 1.28995 -2.25095 0.98114 0.153 1.343 -0.750 0.06
H 1.62633 -0.46165 1.30679 0.320 -1.269 -1.173 0.05
H 1.47473 -0.20347 -3.48018 0.062 -0.445 1.682 0.09
H 2.72739 -1.10376 -2.49087 -1.765 0.281 -0.129 0.12
H 0.28128 -2.19434 -3.80317 0.867 -0.290 0.470 0.06
H 1.84006 -2.40698 -4.21592 -0.415 0.036 0.859 0.08
H -1.81982 -0.48586 -1.29256 1.788 0.809 0.480 0.09
H -1.16834 0.71536 -0.08590 0.613 -0.754 -1.676 0.09
H -1.03855 3.23845 -1.02205 0.112 -0.679 -1.983 0.09
H -1.16989 4.90338 -3.11246 0.010 -1.921 -0.427 0.09
H -1.24147 3.96121 -5.61601 0.025 -1.190 1.239 0.08
H -1.23287 1.29433 -6.06804 0.048 0.523 1.884 0.09
H -1.08646 -0.35675 -3.96855 -0.057 1.924 0.486 0.09
H 3.58473 1.96646 0.26149 0.040 -0.832 -0.288 0.06
H 0.57848 1.70747 1.03347 0.501 0.721 -0.746 0.06
C 6.16361 -3.15588 3.53492 -0.114 -0.322 -0.354 -0.02
C 5.05850 -2.12752 3.63266 1.062 -0.462 -0.109 -0.35
C 4.77192 -1.67771 5.03496 0.328 0.385 0.415 -0.11
O 3.41126 -1.26940 4.94606 -0.298 -0.270 -0.379 0.07
C 2.85060 -2.00817 3.94759 -1.023 -0.121 -0.214 -0.54
O 1.67623 -2.06555 3.72515 0.885 0.090 0.163 0.15
O 3.80380 -2.67618 3.23630 -0.558 0.408 0.335 0.08
H 6.32802 -3.43630 2.49130 0.056 0.098 0.097 0.09
H 7.10039 -2.76803 3.94202 -0.108 0.046 -0.034 0.09
H 5.89807 -4.07356 4.06679 -0.028 0.173 0.089 0.09
H 5.27638 -1.27789 2.97580 -0.058 0.036 0.112 0.16
H 5.40859 -0.84792 5.34574 -0.234 0.025 0.007 0.14
H 4.84409 -2.48162 5.77511 0.087 -0.051 -0.165 0.14
C -4.70421 4.21446 1.48580 -0.127 0.050 0.475 -0.02
C -3.80220 3.00872 1.34313 -0.434 1.046 -0.111 -0.34
C -3.99126 2.26026 0.05711 0.123 0.295 -0.684 -0.10
O -3.56642 0.94779 0.41087 -0.106 -0.164 0.604 0.03
C -3.80045 0.81185 1.74654 -0.087 -0.715 0.687 -0.52
O -3.74211 -0.22695 2.34201 -0.026 1.095 -0.256 0.14
O -4.11270 2.01073 2.31465 0.263 -0.774 -0.279 0.10
H -4.51390 4.71873 2.43676 0.046 0.010 -0.140 0.09
H -4.53958 4.92817 0.67515 0.060 -0.105 0.041 0.09
H -5.75761 3.92162 1.49287 0.121 -0.078 -0.140 0.09
H -2.75598 3.30275 1.48596 -0.004 -0.081 -0.091 0.16
H -3.38211 2.66223 -0.75438 0.005 -0.268 0.040 0.12
H -5.03514 2.20957 -0.26978 0.022 0.119 0.149 0.15
```
Forces are in eV/Å.

Its LUMO energy is 0.01212 Eh. The multiplicity is 1.

***

2.
A molecular structure, C16H21BrN3PdS2Si. Source: OMol25; level of theory: ωB97M-V/def2-TZVPD.

The geometry in XYZ format:
```
45
Properties=species:S:1:pos:R:3:forces:R:3:lowdin_charge:R:1
Pd 0.05560 -0.40862 -0.02926 -0.179 0.446 0.031 0.71
C 1.42259 2.67630 -1.58005 -0.044 -0.011 -0.023 -0.07
C 0.00067 2.34439 -1.89487 0.030 -0.064 0.045 -0.63
N -0.66575 1.37359 -1.33380 0.001 0.087 -0.116 -0.01
C -1.95910 1.29160 -1.80445 -0.009 -0.180 0.215 -0.33
C -2.27154 2.22484 -2.73676 -0.065 0.012 -0.117 -0.33
S -0.91704 3.21435 -3.04569 -0.038 0.172 -0.048 1.12
C -2.84442 0.24461 -1.26306 0.211 0.120 0.030 -0.33
C -4.15208 0.06202 -1.57560 -0.074 0.020 -0.048 -0.33
S -4.77755 -1.26066 -0.70442 -0.114 -0.030 0.017 1.12
C -3.26157 -1.50898 0.04054 0.077 -0.033 0.093 -0.63
N -2.34549 -0.65764 -0.34044 0.126 0.005 -0.159 0.01
C -3.04645 -2.60271 1.03526 0.002 0.036 -0.035 -0.05
H 1.77264 2.02439 -0.78171 -0.003 -0.031 0.025 0.06
H 1.52113 3.70952 -1.24844 -0.011 0.005 -0.011 0.09
H 2.06056 2.54203 -2.45375 -0.003 -0.001 -0.007 0.09
H -3.20663 2.37739 -3.25093 0.031 -0.014 0.009 0.08
H -4.76595 0.63404 -2.25214 0.023 -0.018 0.016 0.09
H -3.95676 -3.17529 1.19991 -0.017 0.024 -0.015 0.08
H -2.72583 -2.18305 1.98833 0.000 -0.018 -0.024 0.07
H -2.27392 -3.28668 0.68709 0.032 -0.004 -0.014 0.07
C 2.58517 -1.10157 2.43457 0.277 0.081 0.030 -0.23
Si 0.84305 -1.50828 1.95202 -0.149 -0.140 -0.272 0.42
C -0.27826 -1.21125 3.40841 -0.184 0.037 0.135 -0.22
C 0.77402 -3.27794 1.34030 0.029 -0.243 0.117 -0.22
H 2.87123 -1.78562 3.24211 0.057 0.045 -0.016 0.05
H 2.68504 -0.08101 2.80647 0.011 -0.024 -0.002 0.03
H 3.28811 -1.24254 1.61170 0.014 -0.003 0.038 0.02
H -0.27955 -2.10377 4.04184 -0.019 0.044 0.041 0.04
H -1.30906 -0.99279 3.12769 0.024 -0.012 0.042 0.00
H 0.08685 -0.37186 4.00283 -0.023 -0.012 -0.006 0.03
H 0.65493 -3.95193 2.19580 0.051 -0.050 -0.075 0.04
H 1.70821 -3.53199 0.83351 -0.026 -0.016 0.008 0.03
H -0.04255 -3.47568 0.64607 -0.022 0.005 0.013 -0.01
Br -1.12842 -4.35143 -4.09818 -0.065 -0.052 -0.036 0.81
C 0.16783 -3.24254 -3.32117 -0.045 0.054 0.025 -0.67
C 1.50791 -3.37671 -3.63444 0.074 -0.066 -0.075 -0.08
C 2.41491 -2.52362 -3.02935 0.050 0.042 -0.009 -0.03
C 1.95435 -1.58286 -2.12859 -0.106 0.077 -0.002 -0.12
N 0.65757 -1.46384 -1.82499 -0.017 -0.405 0.113 -0.05
C -0.22528 -2.27778 -2.41136 0.097 0.139 -0.009 -0.17
H 1.83413 -4.13172 -4.33719 -0.006 0.013 0.008 0.12
H 3.47113 -2.59007 -3.24909 -0.011 0.003 0.003 0.12
H 2.62932 -0.90006 -1.62891 0.015 -0.011 0.040 0.11
H -1.26542 -2.14545 -2.14556 -0.004 -0.028 0.025 0.10
```
Forces are in eV/Å.

Its LUMO energy (alpha / beta) is -0.09820 / -0.15103 Eh. Its total charge is +1. The multiplicity is 3.

***

- multiplicity of number 2 (C16H21BrN3PdS2Si)?
  3

***

- What is the formula in the first record?
  C20H33NO11P2

***

- What is the multiplicity in the second record?
  3